A 8-piece molecular cluster, C28H72O22P4 overall. Source: OMol25; level of theory: ωB97M-V/def2-TZVPD.

The strongest force on any atom comes out at 1.6 eV/Å. The multiplicity is 1. The HOMO-LUMO gap is 9.63 eV. The SMILES is COP(=O)(OC)OC.COP(=O)(OC)OC.COP(=O)(OC)OC.COP(=O)(OC)OC.C1CCOC1.C1CCOC1.COCCOC.COCCOC. As for the relative energy (zero: lowest compared OMol25 entry of this formula, charge and spin): 0.0 kcal/mol. As for the highest occupied orbital energy: -9.425 eV.

The geometry in XYZ format:
```
126
Properties=species:S:1:pos:R:3:forces:R:3
C -0.625 -0.606 5.959 -0.1 0.0 -0.1
O -0.747 -1.391 4.763 -0.5 0.3 0.0
P 0.364 -2.422 4.322 0.5 -0.3 -0.1
O 1.016 -3.142 5.408 0.0 0.0 0.3
O -0.371 -3.340 3.290 -0.3 0.0 -0.2
C -0.784 -2.857 2.005 0.0 -0.4 -0.4
O 1.336 -1.631 3.358 0.0 0.2 -0.1
C 2.074 -0.497 3.797 0.5 0.5 -0.1
H -0.532 0.436 5.663 0.3 0.0 0.1
H 0.221 -0.961 6.544 0.0 0.2 0.1
H -1.541 -0.694 6.543 0.0 -0.2 0.0
H -0.293 -3.473 1.250 0.1 0.1 0.0
H -0.513 -1.819 1.829 0.0 0.0 0.1
H -1.857 -3.008 1.892 0.0 0.0 0.2
H 1.906 -0.224 4.840 -0.1 -0.2 0.0
H 1.827 0.362 3.172 -0.2 -0.1 0.0
H 3.140 -0.690 3.679 0.0 -0.2 0.0
C 0.127 3.070 8.043 -0.7 0.5 0.3
O 0.383 2.659 6.697 0.0 0.0 0.1
P 1.773 3.020 6.038 -0.3 0.5 -0.2
O 2.959 2.367 6.557 0.4 -0.3 0.0
O 1.771 4.604 6.177 -0.2 0.1 -0.2
C 2.901 5.358 5.715 0.2 0.0 0.3
O 1.504 2.727 4.513 0.2 -0.4 -0.1
C 0.352 3.199 3.833 -0.8 0.4 -0.3
H 0.027 2.208 8.697 0.3 -0.1 -0.1
H -0.829 3.602 8.071 0.0 -0.1 -0.2
H 0.865 3.784 8.400 0.2 -0.3 0.1
H 2.715 5.806 4.740 -0.2 -0.1 0.0
H 3.786 4.726 5.668 0.0 0.0 0.0
H 3.055 6.154 6.440 0.1 0.0 0.0
H 0.124 2.555 2.987 0.3 -0.2 0.0
H 0.501 4.201 3.423 0.2 0.0 0.2
H -0.524 3.220 4.485 0.1 0.0 0.1
C 1.504 -2.350 -6.584 0.3 -0.4 -0.1
O 2.795 -2.157 -5.975 -0.1 0.5 -0.3
P 3.007 -2.746 -4.537 0.0 0.3 0.2
O 2.863 -4.186 -4.397 0.0 -0.6 0.2
O 1.991 -1.918 -3.631 -0.1 0.4 0.0
C 1.210 -2.561 -2.641 -0.3 -0.6 1.5
O 4.413 -2.112 -4.223 0.2 0.1 -0.2
C 4.876 -2.031 -2.877 0.0 0.2 0.6
H 1.650 -3.056 -7.399 -0.2 -0.1 0.0
H 1.152 -1.406 -6.992 0.1 0.1 0.1
H 0.788 -2.738 -5.861 -0.1 0.0 -0.1
H 0.249 -2.910 -3.012 0.1 -0.1 -0.4
H 1.012 -1.906 -1.786 0.0 0.6 -0.6
H 1.745 -3.384 -2.155 0.0 -0.2 -0.6
H 5.879 -2.444 -2.802 0.0 -0.2 -0.2
H 4.227 -2.547 -2.167 0.1 -0.2 -0.1
H 4.925 -0.984 -2.571 -0.1 0.0 -0.2
C -0.702 0.306 -5.018 0.0 -0.4 -0.3
O -1.226 -0.220 -3.785 0.2 0.2 0.2
P -2.211 -1.445 -3.886 -0.4 -0.2 -0.3
O -1.720 -2.636 -4.572 0.0 0.0 -0.3
O -3.534 -0.862 -4.553 0.1 -0.1 -0.1
C -4.100 0.325 -3.996 -0.4 0.5 -0.3
O -2.579 -1.623 -2.375 0.2 0.2 0.7
C -3.528 -2.618 -1.968 -0.4 0.4 -0.1
H 0.382 0.225 -4.988 0.0 0.3 0.2
H -1.066 1.323 -5.147 0.2 0.1 0.1
H -1.035 -0.283 -5.876 -0.1 0.0 0.1
H -3.351 0.997 -3.582 0.2 -0.3 0.2
H -4.854 0.098 -3.242 0.1 -0.2 0.1
H -4.569 0.884 -4.802 -0.1 -0.2 -0.1
H -4.453 -2.113 -1.682 0.1 0.1 0.0
H -3.131 -3.122 -1.093 0.1 -0.2 -0.1
H -3.756 -3.297 -2.788 0.2 -0.2 0.1
C -5.282 1.189 1.863 -0.6 -0.2 0.1
C -4.796 -0.003 2.715 0.7 0.3 0.6
C -4.263 -1.008 1.694 0.2 0.2 0.1
O -3.985 -0.244 0.529 0.2 0.0 -0.1
C -5.029 0.715 0.430 0.2 -0.2 0.2
H -4.697 2.075 2.102 0.1 0.0 -0.1
H -6.325 1.456 2.040 0.0 -0.1 -0.1
H -5.473 -0.453 3.442 -0.4 0.1 -0.4
H -3.983 0.382 3.339 0.1 -0.3 -0.1
H -4.999 -1.794 1.481 0.0 0.0 -0.1
H -3.324 -1.462 2.000 -0.1 -0.1 0.1
H -5.893 0.194 0.003 -0.2 0.3 0.0
H -4.689 1.523 -0.216 -0.1 -0.1 -0.2
C -3.126 5.144 -3.790 0.0 -0.1 0.2
C -3.868 5.504 -5.070 0.2 0.4 0.1
C -3.477 4.349 -5.970 -0.5 0.3 -0.4
O -3.526 3.219 -5.119 0.2 -0.5 0.1
C -3.160 3.599 -3.792 0.0 0.8 0.1
H -3.542 5.595 -2.891 -0.1 -0.1 0.0
H -2.096 5.499 -3.868 0.0 -0.1 0.0
H -3.581 6.490 -5.438 0.0 -0.1 -0.1
H -4.949 5.511 -4.925 0.0 -0.1 0.0
H -2.493 4.450 -6.441 0.1 0.1 0.2
H -4.207 4.229 -6.772 0.0 -0.3 0.0
H -2.171 3.232 -3.497 -0.1 -0.3 -0.2
H -3.905 3.189 -3.109 0.0 0.0 0.0
C 1.713 0.535 -0.080 -1.2 0.4 0.4
O 0.574 -0.302 0.122 0.0 0.0 0.6
C -0.682 0.262 -0.292 1.3 -0.7 -0.6
C -1.191 1.424 0.512 -0.9 -0.1 0.4
O -0.432 2.608 0.509 0.3 0.2 0.0
C -0.376 3.257 -0.751 0.0 -0.2 0.4
H 2.603 -0.042 0.130 0.1 -0.1 -0.4
H 1.665 1.360 0.635 0.2 0.1 -0.1
H 1.645 0.947 -1.092 0.5 -0.1 -0.1
H -1.374 -0.573 -0.180 -0.3 0.2 -0.1
H -0.545 0.458 -1.364 -0.5 0.3 0.0
H -1.323 1.088 1.548 0.4 0.2 0.1
H -2.227 1.647 0.208 0.1 -0.1 -0.3
H 0.138 4.199 -0.580 -0.1 0.1 -0.1
H -1.386 3.422 -1.144 0.0 0.1 0.0
H 0.186 2.678 -1.485 0.0 -0.1 -0.1
C 2.869 -2.653 0.654 0.1 0.1 0.2
O 3.882 -3.478 0.118 -0.7 -0.2 -0.2
C 4.499 -4.263 1.097 0.6 -0.1 0.8
C 5.588 -5.096 0.465 0.1 0.4 0.0
O 6.748 -4.305 0.304 0.1 0.1 -0.2
C 7.741 -4.968 -0.447 -0.3 0.0 -0.2
H 2.201 -2.311 -0.132 0.3 0.1 -0.2
H 3.352 -1.807 1.156 -0.3 0.1 0.1
H 2.216 -3.156 1.375 0.3 -0.2 0.1
H 3.816 -4.928 1.649 -0.3 0.1 -0.4
H 4.926 -3.624 1.888 0.2 0.0 -0.2
H 5.233 -5.413 -0.523 0.0 -0.3 0.1
H 5.822 -5.952 1.110 -0.1 -0.1 -0.1
H 7.335 -5.358 -1.392 -0.1 0.0 0.1
H 8.157 -5.807 0.121 0.2 0.0 0.0
H 8.501 -4.239 -0.717 0.2 0.0 0.3
```
Forces are in eV/Å.